Below is a molecular structure, C28H33AsF5FeNSSeSi, with properties calculated with ωB97M-V with the def2-TZVPD basis set.

XYZ file:
```
72
Properties=species:S:1:pos:R:3:lowdin_spin:R:1
C -2.46 -1.27 -1.42 0.00
C 2.17 3.27 -0.01 0.00
C -5.58 -0.11 1.61 0.00
C -3.19 -0.09 1.96 0.00
F -0.18 4.94 -1.27 0.00
H -0.94 -4.38 -1.17 0.00
H -3.06 -3.88 -1.89 0.00
C -0.73 -3.14 3.87 0.00
H 4.05 3.26 -2.68 0.00
C -0.30 -2.36 -1.56 0.00
C -0.90 -3.69 -2.02 0.00
H -6.48 -0.66 1.37 0.00
H -6.60 1.75 1.89 0.00
C -2.32 -3.48 -2.58 0.00
H -3.60 -1.83 -3.16 0.00
H -2.53 -0.19 -1.57 0.00
H 3.09 3.17 0.56 0.00
H -3.20 -0.95 4.53 0.00
H -0.03 -1.75 -2.43 0.00
H 4.78 2.15 -1.49 0.00
H 0.62 -2.54 -1.00 0.00
H -3.19 -2.16 6.66 0.00
H -3.31 -1.56 -0.79 0.00
C 1.05 2.39 -2.96 0.00
H -0.24 -4.13 -2.76 0.00
H -2.38 1.79 2.55 0.00
C -4.49 1.93 2.23 0.00
Si -1.53 -1.01 2.08 0.03
C -4.36 -0.76 1.62 0.00
S 2.07 -0.03 -0.84 0.05
C -1.62 -2.09 3.65 0.01
F -4.19 2.47 -1.42 0.00
H 4.17 1.51 -3.03 0.00
As 2.23 1.97 -1.46 0.01
H 0.10 1.88 -2.82 0.00
F -4.08 6.89 -3.09 0.00
H -0.13 1.01 2.70 0.01
C -0.03 0.10 2.11 0.08
C -2.50 -1.76 4.68 0.00
C -2.50 -2.44 5.88 0.00
H 1.52 2.02 -3.87 0.00
H -1.58 -4.01 7.03 0.00
C -1.42 -2.25 0.58 0.01
H -0.03 -3.41 3.10 0.00
C -3.47 5.85 -2.51 0.01
H -1.88 -1.56 -3.49 0.00
C -2.59 -1.98 -2.77 0.00
C -5.65 1.24 1.91 0.00
H -4.53 2.98 2.45 0.00
H -2.29 -2.91 0.54 0.00
F -1.43 7.05 -2.44 0.00
H 2.07 4.28 -0.40 0.00
H -2.43 -4.00 -3.53 0.00
H 0.91 -0.39 2.35 0.01
Se -1.36 2.24 -0.32 0.11
H -0.02 -4.64 5.22 0.00
C -2.12 5.93 -2.17 0.00
C -1.49 4.85 -1.57 0.01
C -3.51 3.60 -1.65 0.01
C -0.72 -3.83 5.07 0.00
C -4.16 4.67 -2.26 0.00
H 0.88 3.46 -3.03 0.00
N -1.20 -1.59 -0.71 0.03
C 4.00 2.26 -2.25 0.00
H -0.55 -2.89 0.78 0.00
C -2.16 3.66 -1.29 0.03
Fe -0.20 0.32 0.05 3.55
C -1.60 -3.48 6.08 0.00
F -5.45 4.57 -2.60 0.00
C -3.28 1.26 2.27 0.00
H 1.32 3.05 0.64 0.00
H -4.32 -1.82 1.39 0.00
```

- orbital gap (spin up / spin down) (Eh) = 0.28191 / 0.30204
- HOMO energy (spin up / spin down) (hartree) = -0.2732 / -0.2941
- multiplicity = 5
- LUMO (spin up / spin down) (Eh) = 0.0087 / 0.0080
- total charge = 0



Below is 14 unconnected molecules or ions with the total composition C29H33Cl39F13IN5O, with properties calculated with ωB97M-V with the def2-TZVPD basis set.

XYZ file:
```
121
Properties=species:S:1:pos:R:3:lowdin_charge:R:1
H 3.12 -2.08 2.26 0.09
N 1.34 -3.77 -1.34 0.09
H 4.27 -4.04 0.24 0.14
F -4.59 0.80 -0.27 0.16
C -1.30 -1.45 -2.33 -0.06
C -4.21 -6.75 -5.48 -1.51
F -5.58 2.30 1.92 0.16
H -2.46 1.00 10.28 -0.12
C 5.22 -1.84 1.62 -0.09
C 6.36 -0.97 5.54 -1.55
H 1.76 6.55 -3.46 -0.08
Cl 0.76 -4.11 3.75 0.57
N 2.23 1.93 -1.34 0.02
H -2.47 0.10 -1.25 0.13
Cl -3.16 3.10 9.54 0.50
F -6.24 0.55 -1.64 0.17
F -7.88 -0.02 0.75 0.18
C -0.32 -3.07 2.81 -1.47
Cl 3.98 12.39 -2.91 0.54
Cl -1.37 -4.40 -13.94 0.53
H 3.12 2.38 -1.47 0.02
Cl -0.86 1.56 8.66 0.51
F -6.71 -1.80 -1.20 0.16
N 2.93 0.41 0.35 0.11
H 5.31 -1.06 2.38 0.02
F -7.23 1.93 0.13 0.16
H -1.08 -7.43 -7.25 -0.04
C -4.39 -1.92 -1.14 -0.35
H -4.97 -7.45 -5.80 0.02
Cl 6.73 -2.69 5.72 0.51
Cl -3.74 -0.80 10.64 0.58
Cl 9.23 -3.65 8.78 0.53
Cl 1.66 11.61 -4.47 0.53
H 4.15 -3.43 2.63 0.12
C 1.13 -0.17 -1.28 -0.04
Cl 2.01 8.32 -2.03 0.57
C 1.41 5.53 -3.32 -1.56
Cl -3.10 3.69 3.86 0.52
C 3.94 -2.68 1.85 -0.23
Cl 0.71 3.76 -9.18 0.52
Cl 0.38 -2.74 1.21 0.74
H 1.75 -4.68 -1.19 0.16
C -6.79 0.75 0.62 -0.34
C 2.22 12.42 -3.01 -1.51
Cl 3.15 9.43 0.39 0.53
C 1.93 -2.62 -1.02 -0.43
Cl -0.64 -1.57 3.66 0.57
H -5.15 2.78 4.53 -0.01
H 0.47 0.18 -0.47 0.13
C 0.09 -3.60 -1.91 -0.67
F -4.59 -3.24 -1.30 0.15
C -2.01 -0.87 -1.05 -0.05
F -3.25 -1.26 0.88 0.12
Cl 0.43 -6.04 -6.12 0.48
H 2.62 -4.05 0.88 0.08
H 4.44 0.17 -1.65 0.09
H 3.34 -0.79 -2.46 0.07
H -0.98 -0.57 -2.91 0.12
C -0.28 -3.96 -12.62 -1.54
Cl 1.93 6.03 -7.84 0.50
Cl -5.52 5.08 4.65 0.54
H 1.89 13.45 -3.04 0.02
H 5.16 -1.43 0.61 0.05
H 7.46 -3.18 10.24 0.01
C -0.09 -2.24 -1.90 -0.25
C -5.78 0.19 -0.43 -0.33
O 3.13 -2.47 -0.48 0.02
Cl 1.27 4.77 -4.91 0.51
C -1.94 1.91 10.01 -1.57
C -5.67 -1.37 -0.45 -0.34
Cl -3.26 -6.27 -6.88 0.56
H -1.24 -0.72 -0.29 0.10
H 2.31 -0.24 0.83 0.05
Cl 9.20 -1.84 11.05 0.54
N 1.08 -1.65 -1.38 0.06
Cl -4.14 3.38 6.55 0.51
C -6.15 1.09 2.01 -0.54
Cl -3.18 -7.58 -4.29 0.48
F -7.09 1.20 2.95 0.19
H 1.74 2.34 -0.56 0.07
H 6.07 -2.53 1.63 0.09
H -5.81 -1.66 11.32 0.01
H -1.26 -3.59 2.67 0.02
Cl 0.85 7.67 0.55 0.53
F -2.52 -2.99 -0.21 0.07
N 3.51 0.10 -2.03 0.12
C 3.46 -3.40 0.60 -0.17
C 1.67 8.91 -0.40 -1.57
Cl 7.46 -1.34 8.78 0.53
Cl -1.19 -3.69 -11.13 0.49
C 2.23 4.54 -8.74 -1.55
H 1.01 9.76 -0.48 -0.08
Cl 0.93 -7.77 -8.40 0.55
C 8.24 -2.58 9.78 -1.54
Cl -4.77 -1.09 13.34 0.54
Cl -6.12 0.65 11.45 0.54
H 0.72 0.21 -2.22 0.14
Cl -0.16 5.58 -2.51 0.52
H -1.93 -2.07 -2.97 0.12
F -5.27 0.19 2.41 0.19
C -4.56 3.62 4.86 -1.56
C -3.06 -1.74 -0.36 -0.42
H 0.21 -3.04 -12.88 0.01
H 2.76 4.80 -9.65 0.01
Cl 4.63 -0.74 5.26 0.53
Cl -1.03 2.47 11.42 0.54
H 3.86 0.02 0.38 0.04
I -1.04 -5.23 -2.59 0.99
Cl 0.95 -5.20 -12.38 0.53
C 2.49 0.50 -1.08 -0.62
F -5.86 -1.92 0.76 0.17
C -0.27 -6.79 -7.57 -1.58
Cl 2.59 4.68 -2.33 0.57
Cl 1.52 11.65 -1.57 0.57
H 6.63 -0.47 6.46 -0.05
C -5.19 -0.83 11.65 -1.52
Cl -0.93 -5.56 -8.65 0.47
F -4.34 -1.40 -2.38 0.16
Cl -4.99 -5.36 -4.76 0.55
Cl 7.31 -0.27 4.23 0.55
Cl 3.24 3.44 -7.80 0.51
```

- orbital gap (Eh) = 0.33126
- HOMO energy (hartree) = -0.4191
- multiplicity = 1
- LUMO (Eh) = -0.0879
- total charge = +1



Below is 2 unconnected molecules or ions with the total composition C6H4N2O2, with properties calculated with ωB97M-V with the def2-TZVPD basis set.

XYZ file:
```
14
Properties=species:S:1:pos:R:3:nbo_charge:R:1
C -0.04 -0.72 -0.54 0.12
O 2.62 0.68 0.38 -0.51
N 2.09 -1.89 -1.26 -0.29
C 1.16 -1.29 -1.01 0.25
H 4.93 -0.81 1.84 0.43
C -1.71 -0.01 0.69 -0.33
H -2.54 0.25 1.32 0.24
O -0.92 -0.11 -1.37 -0.36
H -2.61 0.83 -1.09 0.19
H 0.19 -1.15 1.54 0.25
C 3.62 0.33 0.88 0.87
C -0.49 -0.70 0.75 -0.22
C -1.92 0.29 -0.62 0.14
N 4.73 0.01 1.25 -0.78
```

- orbital gap (Eh) = 0.36627
- energy above the lowest of the compared OMol25 structures with the same formula, charge and spin (kcal/mol) = 38.0
- HOMO energy (hartree) = -0.3421
- multiplicity = 1
- SMILES = N#Cc1ccco1.N=C=O
- LUMO (Eh) = 0.0241
- total charge = 0



Below is 2 unconnected molecules or ions with the total composition C3H11N2O2, with properties calculated with ωB97M-V with the def2-TZVPD basis set.

XYZ file:
```
18
Properties=species:S:1:pos:R:3:nbo_charge:R:1
H 1.80 2.17 -0.82 0.26
O -1.57 0.37 1.08 -0.58
N 0.78 -0.71 0.85 -0.69
H -0.59 -3.19 -1.16 0.52
H 2.72 1.01 -0.07 0.24
H 0.87 1.42 1.34 0.26
H 0.32 -1.32 0.13 0.47
H 0.48 -0.89 1.79 0.46
C 0.67 0.77 0.48 -0.13
N -1.43 1.34 -0.94 -0.80
H 0.64 -3.30 -0.10 0.49
H 1.61 0.68 -1.48 0.24
C 1.75 1.12 -0.52 -0.67
H 1.74 -1.02 0.72 0.43
O 0.28 -2.87 -0.88 -0.96
H -0.96 2.18 -1.25 0.40
H -2.43 1.31 -1.03 0.43
C -0.87 0.86 0.22 0.65
```

- orbital gap (Eh) = 0.40137
- energy above the lowest of the compared OMol25 structures with the same formula, charge and spin (kcal/mol) = 33.4
- HOMO energy (hartree) = -0.5254
- multiplicity = 1
- LUMO (Eh) = -0.1241
- total charge = +1



Below is a molecular structure, C35H50N4P2ReS, with properties calculated with ωB97M-V with the def2-TZVPD basis set.

XYZ file:
```
93
Properties=species:S:1:pos:R:3:lowdin_spin:R:1
C 1.91 -2.16 -1.54 0.02
C -1.72 -2.36 -0.06 0.00
C -1.50 0.32 2.31 -0.01
S 0.99 1.74 -2.16 0.03
C -3.02 3.66 1.64 0.00
N -3.53 4.84 3.88 0.00
H -0.56 3.41 -0.66 0.00
H 3.18 -3.82 -1.05 0.00
H 3.70 4.38 -3.66 0.00
C -1.47 -1.10 -4.09 0.00
C 2.86 -1.63 -2.63 0.00
Re -0.50 0.32 -0.71 0.82
N -1.60 -0.95 0.26 -0.04
C -3.92 2.71 1.13 0.00
C 1.22 -0.67 2.44 0.01
C -1.46 3.17 -0.12 0.00
C 2.86 3.81 -3.28 0.00
C -2.34 2.20 -0.63 0.01
H -0.20 -2.32 2.39 0.00
H 0.25 -2.76 -5.47 0.00
H 0.60 2.25 4.39 0.00
C -4.16 -0.22 2.89 0.00
H 2.36 3.32 -4.12 0.00
C 4.66 1.04 -0.59 0.00
C -3.60 -0.72 1.73 0.00
C -3.39 0.50 3.79 0.00
H -3.83 0.87 4.71 0.00
H 2.86 1.75 1.38 0.00
H 0.59 2.93 1.40 0.00
H 0.84 -2.25 0.96 0.00
H 4.86 0.26 0.13 0.00
C 0.81 -2.08 2.04 0.00
H -4.87 2.56 1.61 0.00
H 1.12 -3.41 -4.09 0.00
H 0.92 3.82 3.69 0.00
H 5.26 0.84 -1.48 0.00
H -0.67 3.11 3.52 0.00
C -0.08 -1.59 -3.70 0.01
H 2.78 3.27 2.25 0.00
H 2.16 4.48 -2.78 0.00
H 1.94 -4.23 -2.22 0.00
C 2.42 2.24 2.24 0.00
C 0.19 -2.93 -4.39 0.00
H -4.22 -1.25 1.02 0.00
H 2.67 -0.59 -2.90 0.00
H -1.66 -0.08 -3.77 0.00
C 2.65 1.89 -1.75 0.01
C -2.52 -4.60 0.31 0.00
H 2.65 0.31 -0.54 0.01
H -0.44 -4.54 -2.34 0.00
H 1.52 -4.05 -0.51 0.00
C 0.89 2.27 2.22 0.00
H 1.81 -1.37 4.39 0.00
H -1.49 1.38 4.19 0.00
H -2.74 0.71 -2.12 0.00
C -1.03 -4.17 -1.51 0.00
H 0.66 -0.86 -4.02 0.00
C -2.45 -3.27 0.70 0.00
C -3.33 4.34 2.87 0.00
H -2.25 -1.75 -3.69 0.00
H -5.21 -0.40 3.10 0.00
H 0.19 -0.68 4.36 0.00
H -1.56 1.96 -2.64 0.01
C -2.26 -0.49 1.46 0.00
H 1.60 0.38 4.34 0.00
H -1.55 -1.11 -5.18 0.00
P 0.16 -1.64 -1.87 0.04
P 0.17 0.64 1.68 0.02
H -3.10 -5.29 0.90 0.00
H 2.80 1.76 3.14 0.00
H 2.23 -0.47 2.08 0.00
N 3.38 2.82 -2.35 0.00
N 3.24 1.05 -0.90 0.01
H 1.49 -2.80 2.50 0.00
H 3.89 -1.71 -2.27 0.00
H -1.89 -6.10 -1.10 0.00
C 1.20 -0.56 3.97 0.00
C -1.83 -5.06 -0.80 0.00
C 0.39 2.88 3.53 0.00
H 4.37 2.84 -2.16 0.00
C -0.96 -2.84 -1.14 0.00
H -1.16 4.68 1.38 0.00
C -1.82 3.91 1.00 0.00
H 4.97 1.99 -0.15 0.00
C -3.57 1.99 0.01 0.00
H -2.97 -2.99 1.60 0.00
H -0.63 -3.63 -4.23 0.00
C -1.94 1.38 -1.80 0.04
C 2.14 -3.65 -1.32 0.00
H 2.15 -1.65 -0.60 0.01
H 2.79 -2.23 -3.53 0.00
C -2.07 0.79 3.50 0.00
H -4.27 1.27 -0.40 0.00
```

- orbital gap (spin up / spin down) (Eh) = 0.23724 / 0.24163
- HOMO energy (spin up / spin down) (hartree) = -0.4910 / -0.4892
- multiplicity = 2
- LUMO (spin up / spin down) (Eh) = -0.2537 / -0.2475
- total charge = +2



Please write out number 3 again, unchanged.
Below is 2 unconnected molecules or ions with the total composition C6H4N2O2, with properties calculated with ωB97M-V with the def2-TZVPD basis set.

XYZ file:
```
14
Properties=species:S:1:pos:R:3:nbo_charge:R:1
C -0.04 -0.72 -0.54 0.12
O 2.62 0.68 0.38 -0.51
N 2.09 -1.89 -1.26 -0.29
C 1.16 -1.29 -1.01 0.25
H 4.93 -0.81 1.84 0.43
C -1.71 -0.01 0.69 -0.33
H -2.54 0.25 1.32 0.24
O -0.92 -0.11 -1.37 -0.36
H -2.61 0.83 -1.09 0.19
H 0.19 -1.15 1.54 0.25
C 3.62 0.33 0.88 0.87
C -0.49 -0.70 0.75 -0.22
C -1.92 0.29 -0.62 0.14
N 4.73 0.01 1.25 -0.78
```

- orbital gap (Eh) = 0.36627
- energy above the lowest of the compared OMol25 structures with the same formula, charge and spin (kcal/mol) = 38.0
- HOMO energy (hartree) = -0.3421
- multiplicity = 1
- SMILES = N#Cc1ccco1.N=C=O
- LUMO (Eh) = 0.0241
- total charge = 0



Question: Among the records above, which one has the highest total charge?
Answer: C35H50N4P2ReS



Question: The highest multiplicity belongs to which entry?
Answer: C28H33AsF5FeNSSeSi